[1]
Computed, not measured: a 6-piece molecular cluster, C27H53F6O16 overall, with ωB97M-V/def2-TZVPD.

Last column: Mulliken charge in e.
Cartesian coordinates (Å):
F 16.56379 1.37671 6.65249  -0.24
F 9.58329 7.06708 3.33646  -0.27
F 7.79431 7.37057 2.11424  -0.23
F 15.39882 3.05445 7.53923  -0.24
F 8.00970 5.50033 3.29777  -0.21
F 15.91573 3.02928 5.41276  -0.25
O 13.78880 0.79687 6.98419  -0.55
O 7.86522 -1.53334 1.92723  -0.82
O 6.91248 -2.40650 5.42819  -0.32
O 9.51636 -1.30217 3.26963  -0.68
O 10.01184 6.46190 0.47597  -0.58
O 9.31743 4.47558 1.27336  -0.08
O 12.60086 3.17499 -2.77840  -0.35
O 5.65576 -1.29398 10.00331  -0.20
O 11.39782 -0.25219 -2.61939  -0.32
O 4.48657 -0.53156 2.16616  -0.27
O 9.08800 -2.08901 -2.55526  -0.46
O 8.45476 0.55657 2.69976  -0.11
O 9.12478 2.16190 6.68207  -0.50
O 13.86802 1.52420 4.83876  -0.29
O 7.88481 0.24255 8.85041  -0.26
O 4.17792 -1.66380 4.89393  -0.33
C 8.97416 2.68346 5.36254  -0.15
C 6.45764 -0.39932 10.76804  -0.60
C 8.41391 -1.47072 -1.46727  -0.46
C 6.03620 -1.92914 6.40482  -0.18
C 15.56170 2.23551 6.44982  0.80
C 3.60494 0.10556 3.14494  -0.52
C 9.82091 3.73125 0.21048  -0.65
C 7.86648 -0.19275 10.20177  -0.69
C 9.18472 0.11037 8.15508  -1.07
C 4.34801 -1.29688 10.55279  -0.85
C 4.95401 0.37080 1.19802  -0.49
C 14.33253 1.47368 6.12148  0.48
C 9.22538 0.71894 6.77208  0.63
C 9.43417 5.78335 1.32651  0.37
C 8.63313 -0.79497 2.64080  0.77
C 12.28491 0.83977 -2.25197  -0.49
C 11.80305 2.04972 -3.07858  -0.39
C 12.70120 0.70309 4.40395  0.45
C 11.44790 -1.41768 -1.79219  -0.19
C 10.48374 -2.52760 -2.20945  -0.77
C 3.14344 -0.95383 4.22412  -0.74
C 8.64305 6.43945 2.53591  0.80
C 12.15793 4.47126 -3.33300  -0.74
C 13.09007 -0.01108 3.07084  -1.44
C 10.00785 2.21659 0.56076  0.45
C 8.12748 -2.91200 6.05870  -0.58
C 5.00291 -0.93274 5.82878  -0.62
H 4.31484 1.03646 0.61796  0.36
H 8.56178 -2.15784 -0.63414  0.40
H 8.46820 -1.09058 10.34294  0.37
H 10.68199 2.16464 1.41571  -0.01
H 4.24336 -1.86587 11.47659  0.33
H 9.56278 -0.90665 8.05104  0.39
H 2.53365 -0.45819 4.97950  0.41
H 12.45097 -1.84417 -1.78473  0.37
H 9.06357 1.72553 0.79590  0.21
H 12.26634 4.54372 -4.41517  0.28
H 12.46891 -0.06349 5.14320  0.30
H 10.48543 1.75978 -0.30604  -0.56
H 13.27988 0.53105 -2.57264  0.42
H 6.47777 -1.38583 7.24024  0.19
H 7.96915 -3.55494 6.92453  0.41
H 10.73011 4.24437 -0.10284  0.45
H 5.98517 0.58264 10.74315  0.35
H 4.35879 -0.37505 6.50863  0.48
H 10.76392 2.09489 -2.75260  0.22
H 2.68132 0.38975 2.64068  0.44
H 11.17423 4.71746 -2.93321  0.30
H 13.56690 0.60698 2.31009  0.30
H 5.70692 0.98434 1.69279  0.13
H 8.38872 0.45275 6.12613  0.06
H 11.79376 1.25574 4.16054  -0.20
H 8.33926 0.65421 10.69900  0.35
H 13.81057 -0.75577 3.40913  0.49
H 6.44007 -0.79026 11.78536  0.40
H 7.99348 2.49014 4.92779  0.29
H 12.31081 1.01820 -1.17698  0.28
H 10.05395 0.27028 6.22411  -0.03
H 5.58118 -0.04308 0.40843  0.11
H 5.53001 -0.13694 5.30252  0.22
H 9.07542 3.87100 -0.57234  0.32
H 9.06313 3.76909 5.32257  0.26
H 11.77738 1.84310 -4.14851  0.40
H 9.32189 0.79634 3.03470  -0.19
H 7.34582 -1.58219 -1.65401  0.30
H 5.39531 -2.73148 6.77035  0.35
H 10.83862 -3.06895 -3.08643  0.38
H 10.49103 -3.29688 -1.43727  0.41
H 11.13395 -1.19087 -0.77333  0.15
H 12.74438 5.26362 -2.86788  0.27
H 3.97930 1.02121 3.60270  0.36
H 12.24301 -0.59496 2.71073  0.31
H 8.76833 -2.12569 6.45760  -0.09
H 8.71965 -3.46173 5.32711  0.28
H 9.67972 2.18569 4.69732  -0.16
H 3.98152 -0.29306 10.76755  0.35
H 2.46844 -1.71991 3.84255  0.33
H 9.99015 0.37068 8.84182  0.61
H 8.75911 -0.47669 -1.18296  0.02
H 3.69966 -1.84394 9.86834  0.25

Results
LUMO energy	2.31	eV
net charge	-1
HOMO-LUMO gap	0.24454	Eh
total energy	-77917.789	eV

***

[2]
Computed, not measured: one molecule with the formula C16H17N3O2, with ωB97M-V/def2-TZVPD.

Last column: natural (NBO) charge in e.
Cartesian coordinates (Å):
O -2.96354 0.54065 -1.37581  -0.68
O 1.93317 1.14787 0.77665  -0.52
N -1.50056 -0.78955 -0.24266  -0.47
N -1.10526 1.54142 -0.73649  -0.64
N 2.76731 -0.04284 -2.20605  -0.41
C -1.55696 2.86026 -1.07383  -0.40
C -0.08764 -1.10730 0.11819  -0.08
C 1.10608 1.25295 2.96615  -0.27
C 1.03679 0.71264 1.68748  0.35
C -2.41799 -1.93327 -0.24442  -0.39
C 2.24138 -0.28158 -3.42986  0.03
C 0.34687 0.79980 4.03607  -0.19
C 0.81338 -0.93005 -1.16112  -0.05
C 2.66844 0.06122 0.20132  -0.10
C -0.57463 -0.88716 2.58425  -0.18
C 0.30064 -1.31715 -2.45142  -0.14
C 0.19019 -0.41444 1.46481  -0.11
C 1.04788 -0.95062 -3.59541  -0.25
C -1.89458 0.42746 -0.80739  0.79
C 2.05748 -0.36613 -1.10971  0.15
C -0.49210 -0.29978 3.84956  -0.23
H -2.34802 2.88110 -1.80697  0.23
H 3.68084 0.39263 0.03073  0.22
H -0.69578 -1.73655 -2.59984  0.23
H -1.03116 -0.70928 4.70439  0.22
H 0.63807 -1.16577 -4.55687  0.22
H 2.77859 -0.75594 0.90691  0.19
H -2.73120 -2.25030 -1.22690  0.20
H 2.74541 0.11895 -4.30723  0.20
H -1.22577 -1.76059 2.42568  0.21
H -3.24184 -1.60452 0.36455  0.21
H -0.68470 3.46557 -1.39490  0.20
H -1.92193 3.30559 -0.19407  0.19
H -0.00775 -2.18267 0.33089  0.23
H 1.78993 2.04058 3.14372  0.22
H -0.16739 1.43418 -0.31877  0.40
H 0.47502 1.26392 4.98153  0.22
H -1.96864 -2.76132 0.26683  0.19

Results
LUMO energy	0.51	eV
HOMO-LUMO gap	0.34435	Eh
total energy	-25432.573	eV

***

[3]
Computed, not measured: an isolated ion of composition C2H9BNO2 and charge +1, with ωB97M-V/def2-TZVPD.

Last column: natural (NBO) charge in e.
Cartesian coordinates (Å):
O 0.60583 -2.50746 -0.93920  -0.85
O 1.34251 -0.31022 -1.65835  -0.89
N 0.11749 0.86374 0.67468  -0.51
C 0.03238 -0.59664 0.54559  -0.54
C -1.23229 1.49763 0.91404  -0.41
B 0.62997 -1.17438 -0.91124  1.09
H -0.96182 -0.68244 0.44326  0.22
H -1.88747 1.25457 1.71380  0.25
H 0.35056 -1.09263 1.41999  0.25
H -1.05402 2.64577 0.91197  0.24
H 0.81667 1.15394 1.42045  0.45
H 0.49978 1.14119 -0.31986  0.47
H 1.53776 -0.41024 -2.51986  0.51
H -1.68883 1.15521 0.04324  0.21
H 0.89147 -2.93805 -1.73852  0.51

Results
LUMO energy	-3.40	eV
net charge	+1
HOMO-LUMO gap	0.47618	Eh
total energy	-8476.538	eV

***

Q: Which value of LUMO energy does entry 2 give?
A: 0.51 eV